[1]
Molecular formula: C3H9NSi
Method: DFT, ωB97M-V with the def2-TZVPD basis set

Positions of all 14 atoms, in Å:
Si -0.692 0.264 -0.202
H 1.974 -0.459 -0.321
H -1.472 2.483 0.236
H 1.397 -2.645 -1.258
C -0.544 2.137 -0.184
H 0.286 2.684 0.455
C 0.630 -1.899 -1.176
H 1.619 -0.690 2.356
N -2.018 -0.721 -0.090
H -2.890 -0.109 0.255
H -0.455 2.520 -1.147
C 0.872 -0.706 -0.568
H 1.639 -0.572 3.114
H -0.345 -2.288 -1.470

As for the spin multiplicity: 1. The HOMO energy comes out at -9.058 eV. As for the charge: 0. The value obtained for the energy relative to the best compared isomer or geometry (same formula, charge and spin) is 220.1 kJ/mol. The orbital gap is 9.4 eV. Its SMILES is [H]/N=[Si](\C)C=C.[H][H]. Its total energy is -12621.982 eV. The value obtained for the LUMO energy is 0.013 Eh.

Atomic partial charges in e from the natural (NBO) method, atoms 1 to 2:
1. Si 1.756
2. H 0.240

[2]
Molecular formula: C25H37N3NdOP2
Method: DFT, ωB97M-V with the def2-TZVPD basis set

Positions of all 69 atoms, in Å:
C -3.705 -0.218 0.031
C 0.069 1.494 -2.697
C -1.270 -0.672 5.631
C -1.687 2.936 -3.588
Nd 0.000 0.000 0.000
H 2.299 -2.600 0.680
H -2.755 3.148 -3.724
H -3.653 -0.379 1.121
C 0.224 -0.549 5.927
H -2.168 -0.205 -2.720
N -1.598 -0.283 4.261
P -2.212 0.730 -0.508
C 3.867 -0.075 -3.527
H 2.066 -1.233 5.012
O -0.983 0.103 2.120
H -3.716 -1.201 -0.465
H -1.040 4.688 -4.692
C 1.668 -0.255 -2.491
H 0.522 0.523 5.944
C 1.802 -1.670 -2.458
H -1.878 -3.007 0.908
H -3.530 2.830 -0.516
H 0.640 -2.299 4.754
C -2.640 2.452 0.017
H 0.861 -3.592 -2.112
H -0.257 -2.276 -2.606
H 2.455 0.498 3.388
H 1.589 -0.324 0.199
C 4.026 -1.467 -3.451
C 1.765 -0.096 2.751
N 0.660 -0.563 3.560
H -3.371 1.134 -2.667
H 1.386 -4.150 0.491
H 1.421 0.630 1.993
H -3.158 0.448 2.996
H 3.100 -3.344 -2.886
H -1.197 -4.272 -0.182
C -1.424 -3.196 -0.079
C -0.729 3.796 -4.139
C 0.634 3.494 -3.984
H -2.827 2.465 1.103
C 1.319 -3.090 0.794
P 0.109 -2.181 -0.251
C -2.357 0.825 -2.360
H 0.453 -1.001 6.916
H -1.781 3.107 -0.206
C 2.490 2.033 -2.988
H -3.291 0.890 4.697
C 0.640 -2.515 -2.002
H 1.396 4.155 -4.414
C 2.994 -2.253 -2.918
H 4.666 0.549 -3.946
H -1.794 -0.017 6.362
C 0.972 -1.238 4.811
H -1.624 -1.714 5.792
C -2.989 0.068 4.014
N 0.497 0.347 -1.999
C 2.703 0.536 -3.044
H 1.011 -3.023 1.850
C -1.313 1.773 -2.892
H 4.944 -1.939 -3.816
H -2.140 -2.901 -0.862
H -3.642 -0.812 4.196
C -0.643 -0.241 3.260
C 1.040 2.367 -3.261
H 2.333 -0.947 2.332
H 2.742 2.379 -1.960
H 3.164 2.566 -3.680
H -4.634 0.325 -0.217

As for the spin multiplicity: 4. The expectation value of S² is 3.7605. The HOMO energy (alpha / beta) comes out at -9.315 / -9.314 eV. As for the charge: +1. The orbital gap (alpha / beta) is 6.3 / 6.4 eV. Its total energy is -66886.711 eV. The value obtained for the LUMO energy (alpha / beta) is -0.112 / -0.106 Eh.

Atomic partial charges in e from the Mulliken method, atoms 1 to 2:
1. C -1.070
2. C 0.620